DFT (wB97M-V/def2-TZVPD) results for C12H14NP in the gas phase in a non-equilibrium geometry.

```
28
Properties=species:S:1:pos:R:3:mulliken_charge:R:1
C -2.0092 0.0480 -3.9525 -0.52
C -3.0926 0.2434 -3.1074 -0.52
C -0.7266 0.1170 -3.4373 -0.80
C -2.8959 0.4957 -1.7661 -0.36
C -0.5181 0.3644 -2.0943 -0.37
C -1.6030 0.5481 -1.2356 0.78
C 2.2383 0.6705 2.3487 -0.52
C 0.9064 0.8381 2.9391 -0.74
C 2.6469 -0.4910 1.8501 -0.18
C -0.2377 0.8157 2.2088 -0.27
C 1.8124 -1.7185 1.9038 -0.89
C -0.2768 0.7569 0.8059 -0.22
N -1.4461 0.7559 0.1215 -0.11
P 0.8037 -2.0146 0.3471 0.06
H -2.1666 -0.1600 -4.9998 0.38
H -4.0968 0.1899 -3.5012 0.37
H 0.1307 -0.0295 -4.0783 0.36
H -3.7428 0.6457 -1.1103 0.32
H 0.4892 0.4001 -1.7155 0.31
H 2.8939 1.5335 2.3596 0.35
H 0.8540 0.9893 4.0094 0.36
H 3.6196 -0.5836 1.3879 0.38
H -1.1901 0.8733 2.7211 0.30
H 2.4316 -2.6094 2.0495 0.46
H 1.1020 -1.6499 2.7350 0.37
H 0.6260 0.9140 0.2427 0.54
H -2.2906 0.6781 0.6743 0.19
H 1.7329 -1.4060 -0.4976 -0.04
```

The gap between HOMO and LUMO (spin up / spin down) is 5.932 / 7.449 eV. The value obtained for the total energy is -861.6582 a.u. Its multiplicity is 1. For the relative energy (zero: lowest compared OMol25 entry of this formula, charge and spin), the calculation gives 0.000 eV. Its LUMO energy (spin up / spin down) is -0.383 / 0.006 eV.

***

DFT (wB97M-V/def2-TZVPD) results for a gas-phase ion, C12H14NS (charge +1).

```
28
Properties=species:S:1:pos:R:3:mulliken_charge:R:1
C 3.4353 -0.3543 -0.0339 -0.59
C 3.0827 0.8245 0.6723 -0.56
C 2.4735 -1.1961 -0.4939 -0.99
C 1.7882 1.2217 0.7850 -0.99
C 1.0991 -0.8951 -0.2530 0.65
C 0.7669 0.4552 0.1496 1.02
C 0.1787 -1.9131 -0.0788 -0.61
C -0.9189 -1.8949 0.8206 -0.29
C -1.2011 0.5163 -1.4326 -0.92
C -2.5873 -0.1255 -1.2466 -0.58
C -1.8818 -1.0288 1.2350 -0.28
C -0.4904 0.8910 -0.1709 -0.05
N -1.0910 2.0781 0.4567 0.09
S -3.1091 -0.0435 0.4834 -0.21
H 4.4802 -0.5864 -0.1655 0.42
H 3.8690 1.4368 1.0863 0.42
H 2.7283 -2.1350 -0.9609 0.40
H 1.5558 2.1676 1.2571 0.16
H 0.5313 -2.9099 -0.3179 0.45
H -0.8332 -2.7487 1.4957 0.36
H -0.5715 -0.1684 -1.9980 0.31
H -1.3195 1.4274 -2.0284 0.51
H -3.3570 0.3789 -1.8276 0.44
H -2.5728 -1.1798 -1.5136 0.37
H -2.2443 -1.2058 2.2435 0.40
H -0.5641 2.3527 1.2932 0.37
H -2.0768 1.7538 0.7242 0.33
H -1.1701 2.8813 -0.1809 0.37
```

Its SMILES is [NH3+]\C1=c2/cccc/c2=C/C=C\SCC1. The gap between HOMO and LUMO (spin up / spin down) is 7.162 / 7.161 eV. The value obtained for the total energy is -918.2745 a.u. Its multiplicity is 1. For the relative energy (zero: lowest compared OMol25 entry of this formula, charge and spin), the calculation gives 0.712 eV. Its LUMO energy (spin up / spin down) is -4.045 / -4.045 eV. As for the total charge: +1.

***

DFT (wB97M-V/def2-TZVPD) results for a molecular structure, C12H14O2Si in a non-equilibrium geometry.

```
29
Properties=species:S:1:pos:R:3:mulliken_charge:R:1
C -2.6111 -2.7184 -1.5740 -0.29
C -1.5945 -2.9887 -0.6050 -0.88
C -2.8302 -1.4677 -2.1200 -0.42
C -0.8137 -1.9155 -0.2848 0.30
C -1.9866 -0.3510 -1.7474 -0.55
C -0.9930 -0.6401 -0.8273 0.39
C 2.9311 -0.1900 1.1651 -0.49
C 2.1475 -0.6056 0.1855 -0.45
C 0.4504 2.2072 -1.5164 0.84
C 0.0025 1.3145 1.6733 0.51
C 1.2705 3.2243 -0.8645 -1.39
C -0.6549 0.2185 2.4772 -1.02
O 0.0017 2.0857 -2.6314 -0.54
O 0.6922 2.1967 2.1266 -0.54
Si 0.0693 0.7573 -0.2499 0.28
H -3.1885 -3.4559 -2.1979 0.26
H -1.7351 -3.9230 -0.1141 0.40
H -3.5863 -1.2495 -2.9715 0.25
H -0.1563 -2.0643 0.5951 0.33
H -2.1705 0.5593 -2.3388 0.29
H 3.9897 -0.4778 1.6997 0.21
H 2.5357 0.6499 1.7506 0.11
H 2.1477 -1.3220 -0.5819 0.42
H 0.9801 3.5178 0.0868 0.37
H 2.2273 2.7310 -0.6668 0.35
H 1.3400 4.1312 -1.4777 0.37
H -1.4056 -0.2794 1.8846 0.31
H 0.2294 -0.4064 2.6057 0.22
H -1.0446 0.5371 3.4205 0.38
```

The gap between HOMO and LUMO is 8.286 eV. The value obtained for the total energy is -905.4705 a.u. Its multiplicity is 1. For the relative energy (zero: lowest compared OMol25 entry of this formula, charge and spin), the calculation gives 5.317 eV. Its LUMO energy is -0.125 eV.

***

Question: Which value of relative energy (zero: lowest compared OMol25 entry of this formula, charge and spin) does entry 1 give?
Answer: 0.000 eV

***

Repeat the second record exactly.
DFT (wB97M-V/def2-TZVPD) results for a gas-phase ion, C12H14NS (charge +1).

```
28
Properties=species:S:1:pos:R:3:mulliken_charge:R:1
C 3.4353 -0.3543 -0.0339 -0.59
C 3.0827 0.8245 0.6723 -0.56
C 2.4735 -1.1961 -0.4939 -0.99
C 1.7882 1.2217 0.7850 -0.99
C 1.0991 -0.8951 -0.2530 0.65
C 0.7669 0.4552 0.1496 1.02
C 0.1787 -1.9131 -0.0788 -0.61
C -0.9189 -1.8949 0.8206 -0.29
C -1.2011 0.5163 -1.4326 -0.92
C -2.5873 -0.1255 -1.2466 -0.58
C -1.8818 -1.0288 1.2350 -0.28
C -0.4904 0.8910 -0.1709 -0.05
N -1.0910 2.0781 0.4567 0.09
S -3.1091 -0.0435 0.4834 -0.21
H 4.4802 -0.5864 -0.1655 0.42
H 3.8690 1.4368 1.0863 0.42
H 2.7283 -2.1350 -0.9609 0.40
H 1.5558 2.1676 1.2571 0.16
H 0.5313 -2.9099 -0.3179 0.45
H -0.8332 -2.7487 1.4957 0.36
H -0.5715 -0.1684 -1.9980 0.31
H -1.3195 1.4274 -2.0284 0.51
H -3.3570 0.3789 -1.8276 0.44
H -2.5728 -1.1798 -1.5136 0.37
H -2.2443 -1.2058 2.2435 0.40
H -0.5641 2.3527 1.2932 0.37
H -2.0768 1.7538 0.7242 0.33
H -1.1701 2.8813 -0.1809 0.37
```

Its SMILES is [NH3+]\C1=c2/cccc/c2=C/C=C\SCC1. The gap between HOMO and LUMO (spin up / spin down) is 7.162 / 7.161 eV. The value obtained for the total energy is -918.2745 a.u. Its multiplicity is 1. For the relative energy (zero: lowest compared OMol25 entry of this formula, charge and spin), the calculation gives 0.712 eV. Its LUMO energy (spin up / spin down) is -4.045 / -4.045 eV. As for the total charge: +1.